Entry 1:
Molecular formula: C22H17MgN17OS3Sb
Method: DFT, wB97M-V/def2-TZVPD

Cartesian coordinates (Å):
Mg: -1.55448 2.03568 1.74547
S: -5.25259 1.44653 5.68657
Sb: -3.60130 0.45069 4.50788
S: -2.02831 2.20027 4.14002
S: -4.89275 0.23663 1.84783
C: 3.75685 1.94080 0.46140
N: 2.59857 1.73287 1.31850
C: 1.32431 1.65307 0.96090
N: 0.55551 1.55720 2.03489
C: 1.45468 1.62169 3.05579
N: 2.70582 1.71464 2.67156
C: 4.36789 0.69597 -0.13964
C: 5.75306 0.58385 -0.18013
C: 6.33132 -0.48867 -0.86644
C: 5.55356 -1.43803 -1.49336
C: 4.14551 -1.35366 -1.43732
C: 3.57303 -0.26645 -0.74332
C: 3.31977 -2.31621 -2.08737
N: 3.64685 -3.25003 -2.96055
N: 2.51808 -3.87147 -3.34782
C: 1.50627 -3.31588 -2.68776
O: 1.96145 -2.30342 -1.86772
C: 0.12881 -3.63559 -2.69885
C: -0.41987 -4.54806 -3.63597
C: -1.76791 -4.83528 -3.61347
C: -2.62355 -4.25597 -2.66807
C: -2.08805 -3.37631 -1.72109
C: -3.00112 -2.84583 -0.63789
N: -2.41314 -1.78639 0.16532
C: -2.28797 -0.50066 -0.12573
N: -1.59495 0.11248 0.81977
C: -1.34582 -0.89723 1.71558
N: -1.81559 -2.06282 1.35005
C: -0.74646 -3.05791 -1.73991
H: 4.49021 2.46997 1.06202
H: 3.42943 2.60958 -0.33450
H: 0.98500 1.68462 -0.06266
H: 1.15276 1.59193 4.09091
H: 6.37471 1.32714 0.30691
H: 7.41127 -0.57430 -0.90268
H: 6.00118 -2.26457 -2.03089
H: 2.49219 -0.18510 -0.71686
H: 0.23966 -4.99861 -4.36809
H: -2.17719 -5.52469 -4.34504
H: -3.68251 -4.49548 -2.65718
H: -3.24004 -3.63976 0.06588
H: -3.93733 -2.47680 -1.05802
H: -2.68991 -0.04783 -1.01829
H: -0.80669 -0.74508 2.63680
H: -0.32499 -2.39306 -0.99676
N: -3.12734 4.91064 1.08988
C: -1.77938 4.86313 0.79777
N: -1.08975 5.94502 0.50213
N: 0.14823 5.47489 0.23319
N: 0.19031 4.19693 0.35949
N: -1.04810 3.74744 0.73163
C: -3.94379 3.83818 1.31220
N: -5.24019 4.00460 1.59339
N: -5.71727 2.78825 1.79008
N: -4.74664 1.94180 1.61114
N: -3.58319 2.55879 1.27954
H: -3.54813 5.81592 1.19891

Calculated values
Relative energy (zero: lowest compared OMol25 entry of this formula, charge and spin) ... 28.6 kcal per mole
Strongest force on any atom ... 0.6 eV/Å
Electronic energy ... -94962.165 eV
Net charge ... -2
Spin multiplicity ... 2

***

Entry 2:
Molecular formula: C2H6O3P
Method: DFT, wB97M-V/def2-TZVPD

Cartesian coordinates (Å):
C: -1.56278 0.18289 -0.30888
C: -0.22449 -0.36735 -0.05808
O: 1.70687 1.28897 -1.16072
O: 2.28317 -0.80675 0.19611
O: -0.05371 -1.57287 -0.33037
P: 1.47193 0.47909 0.05472
H: -1.54666 1.15857 0.17831
H: -1.65781 0.42524 -1.39905
H: -2.24144 -0.43327 0.06086
H: -0.68044 -0.18719 1.94092
H: 0.96006 -1.46956 -0.25144
H: 1.54529 1.30222 1.07763

Calculated values
Relative energy (zero: lowest compared OMol25 entry of this formula, charge and spin) ... 92.9 kcal per mole
Strongest force on any atom ... 5.9 eV/Å
Electronic energy ... -17601.944 eV
Net charge ... -1

***

Entry 3:
Molecular formula: C48H53F3IrN8SSb
Method: DFT, wB97M-V/def2-TZVPD

Cartesian coordinates (Å):
Ir: 0.23524 -1.57278 -0.00797
C: -2.39619 -1.81799 1.26804
N: -2.05994 -0.83042 2.26844
C: -3.10450 0.10620 2.67622
C: -0.78970 -0.77117 2.70402
N: 0.18445 -1.38255 2.01267
C: 1.16924 -2.06585 2.78507
C: 0.78310 -2.71851 3.92738
C: 1.71443 -3.37606 4.75047
C: 3.02347 -3.41907 4.37915
C: 3.44209 -2.85314 3.15035
C: 4.77695 -3.04647 2.72008
C: 5.16823 -2.64359 1.48057
C: 4.24848 -1.98593 0.64603
C: 2.98001 -1.67292 1.06936
N: 2.13143 -0.96302 0.15363
C: 2.74569 -0.13570 -0.72533
N: 2.46310 -0.28015 -2.04092
C: 2.43783 0.75738 -3.07829
C: 1.85578 -1.52165 -2.41562
N: 3.62451 0.79304 -0.33651
C: 3.74224 1.20427 1.05487
C: 4.77564 1.15656 -1.16562
C: 2.51606 -2.15030 2.33153
N: -0.51904 -0.04922 3.81681
C: 0.80626 0.50938 4.03396
C: -1.30161 -0.21149 5.04142
H: -3.43103 -1.70781 0.95745
H: -2.21524 -2.83778 1.60336
H: -1.79856 -1.64543 0.34446
H: -3.68226 0.38428 1.79735
H: -2.65701 1.00466 3.09280
H: -3.77719 -0.34056 3.40896
H: -0.26596 -2.73317 4.19980
H: 1.38042 -3.85897 5.65855
H: 3.75785 -3.92557 4.99146
H: 5.46349 -3.56270 3.37814
H: 6.16831 -2.84332 1.12140
H: 4.55822 -1.71627 -0.35740
H: 2.62426 1.72079 -2.60934
H: 1.18542 1.72013 -4.47853
H: 3.23512 0.55804 -3.79694
H: 2.23644 -2.34753 -1.82286
H: 2.04346 -1.72866 -3.46642
H: 0.25284 -0.34139 -2.06117
H: 2.78189 1.10349 1.55196
H: 4.04619 2.24912 1.07026
H: 4.48960 0.60537 1.57962
H: 4.80839 0.55064 -2.06535
H: 5.68397 0.96934 -0.59039
H: 4.74475 2.21287 -1.43405
H: 1.27696 0.71455 3.07521
H: 1.44568 -0.16341 4.61119
H: 0.69154 1.44427 4.58257
H: -2.16957 -0.83926 4.86710
H: -1.62715 0.75484 5.42647
H: -0.67587 -0.69771 5.79444
C: -0.54102 -2.16651 -5.58734
N: -0.07295 -1.33992 -4.44907
C: 0.66188 -0.27947 -4.75626
C: 1.08368 0.84031 -3.83966
N: 0.39267 -1.34489 -2.14339
C: -0.39697 -1.83177 -3.23833
H: -0.72030 -1.52446 -6.44368
H: -1.46277 -2.66362 -5.30113
H: 0.21920 -2.90865 -5.81887
H: 0.87486 -0.17838 -5.80901
H: 0.27951 1.10893 -3.15378
H: -0.94130 -2.75225 -3.16973
S: 0.60818 -3.80749 -0.18689
C: -0.98123 -4.52327 0.08387
C: -2.07757 -4.26523 -0.74165
C: -3.30359 -4.85437 -0.47968
C: -3.43750 -5.73701 0.58577
C: -2.34454 -6.01964 1.39275
C: -1.12393 -5.40341 1.15715
H: -1.96688 -3.60619 -1.59175
H: -4.15088 -4.64602 -1.11998
H: -4.39040 -6.21058 0.77985
H: -2.44391 -6.71531 2.21526
H: -0.27524 -5.60071 1.79941
F: -3.70599 2.63761 -6.17405
C: -3.31353 2.50195 -4.90302
C: -2.86847 1.26583 -4.47480
C: -2.46592 1.13585 -3.15342
C: -2.49015 2.22253 -2.28217
C: -2.96675 3.44907 -2.74606
C: -3.37832 3.59793 -4.06171
Sb: -1.84591 1.93731 -0.27994
C: -2.82795 3.59212 0.62452
C: -2.23818 4.84815 0.74706
C: -2.92113 5.89638 1.34715
C: -4.19731 5.66842 1.82483
F: -4.85419 6.67128 2.41377
C: -4.82050 4.43936 1.71228
C: -4.12240 3.40364 1.11206
C: 0.04978 2.91838 -0.45372
C: 0.48849 3.54029 -1.61997
C: 1.70134 4.22035 -1.65868
C: 2.45603 4.28355 -0.50392
F: 3.63827 4.91650 -0.53344
C: 2.03523 3.72102 0.68706
C: 0.83684 3.02382 0.69541
H: -2.86433 0.43088 -5.16285
H: -2.15163 0.15483 -2.80753
H: -3.01820 4.30269 -2.08008
H: -3.75172 4.54025 -4.43886
H: -1.23964 5.02999 0.36913
H: -2.48170 6.87979 1.44347
H: -5.82688 4.31198 2.08658
H: -4.61684 2.44340 1.00781
H: -0.13388 3.52799 -2.50725
H: 2.04923 4.72049 -2.55363
H: 2.63199 3.84945 1.58050
H: 0.49711 2.58506 1.62974

Calculated values
Strongest force on any atom ... 1.2 eV/Å
Electronic energy ... -90905.979 eV
Net charge ... +2